33
Properties=species:S:1:pos:R:3:forces:R:3:mulliken_charge:R:1 method="wB97M-V/def2-TZVPD" total_charge=-1 relative_energy_kj_mol=60.8 e_homo_ha=-0.0825 e_lumo_ev=1.52
Ba 0.01314 0.66638 0.93782 -0.10 0.32 0.94 1.48
O -3.40328 0.43615 8.01716 0.43 0.47 -0.95 -0.63
C -2.82391 0.53947 6.94936 0.38 -0.53 -0.41 0.54
S -2.38115 2.03960 6.03696 -0.42 -1.22 0.17 -0.21
C -1.62991 1.24533 4.61663 0.07 -2.55 0.33 0.12
C -1.36901 -0.13746 4.72469 -0.65 3.09 0.23 0.02
S -0.35872 -1.13770 3.75470 0.05 -0.19 -1.08 -0.66
S -2.21864 -0.91530 6.02867 -0.24 0.39 1.29 -0.25
S -1.53779 2.17813 3.17720 0.53 0.36 -0.38 -0.66
N 0.88849 -4.17784 -1.02839 -1.43 -0.46 0.10 -0.05
C -0.41947 -4.16177 -0.51910 0.12 0.29 0.46 -0.59
C -0.65023 -2.87305 -0.08915 0.97 -1.40 -0.79 -0.34
N 0.45961 -2.12283 -0.38969 -0.27 1.21 0.57 0.02
C 1.32733 -2.91487 -0.92786 2.34 0.57 -0.98 -0.34
H 1.34261 -4.93846 -1.52182 -0.20 0.32 0.35 0.22
H -1.02618 -5.04359 -0.38685 0.19 -0.02 -0.20 0.37
H -1.47718 -2.47462 0.45894 -0.31 0.06 0.09 0.40
H 2.35376 -2.61426 -1.29187 -1.46 -0.37 0.52 0.34
O 1.68941 2.90423 0.93739 -1.02 1.49 -0.68 -0.78
C 0.67777 3.66043 0.70758 -1.57 -2.38 0.56 0.36
O -0.49346 3.13798 0.44303 2.45 1.99 -0.12 -0.80
H 0.73509 4.79537 0.85252 0.11 -1.28 -0.34 0.36
I -2.19281 0.29490 -2.50251 0.84 -0.21 -0.25 0.07
C -0.18026 0.62307 -3.17846 0.39 0.34 1.22 0.00
C 0.21060 0.34017 -4.48452 -0.93 -1.30 0.59 -0.40
C 1.40414 0.87162 -4.91582 0.46 0.69 -0.42 -0.23
C 2.13900 1.66223 -4.04417 -0.31 0.62 0.61 -0.60
C 1.70789 1.82043 -2.71050 0.50 -0.34 -0.58 -0.20
N 0.59404 1.23519 -2.25799 -0.75 0.17 -1.06 0.01
H -0.36532 -0.42745 -5.03209 0.21 1.00 -0.04 0.33
H 1.70116 0.80003 -5.96670 0.02 -0.29 0.44 0.36
H 2.98906 2.24403 -4.38245 0.04 -0.25 0.00 0.35
H 2.29422 2.44445 -2.01273 -0.46 -0.57 -0.18 0.40